Record 1
# C4H7NS2

2 unconnected molecules or ions with the total composition C4H7NS2 at a distorted geometry (wB97M-V/def2-TZVPD, OMol25).

```
! wB97M-V def2-TZVPD RIJCOSX def2/J DEFGRID3
* xyz 0 1
C -2.018 -1.829 -0.833
C -0.973 -2.480 -0.200
C 1.155 0.815 0.337
C -0.110 1.600 0.395
N -2.609 -0.812 -0.279
S -0.432 -1.790 1.359
S -2.098 -0.394 1.175
H -2.512 -1.957 -1.870
H -0.269 -3.224 -0.532
H 1.008 -0.252 0.696
H 1.543 0.921 -0.651
H 1.976 1.200 1.021
H -0.770 1.381 -0.497
H -0.599 1.963 1.270
*
```

Calculated values
Gap between HOMO and LUMO (spin up / spin down): 7.15 / 7.02 eV
Highest occupied orbital energy (spin up / spin down): -7.20 / -7.66 eV


Record 2
# C4H7NS2

C4H7NS2 in the gas phase at a distorted geometry (wB97M-V/def2-TZVPD, OMol25).

```
! wB97M-V def2-TZVPD RIJCOSX def2/J DEFGRID3
* xyz 0 1
C 2.057 0.667 0.023
C -1.973 -1.145 0.083
C -1.875 0.295 0.516
C -0.833 -0.230 -0.483
N 1.860 1.809 -0.414
S 3.687 -0.178 0.280
S 0.756 -0.552 0.219
H -1.673 -1.849 0.811
H -2.861 -1.433 -0.499
H -2.551 1.039 0.219
H -1.480 0.530 1.447
H -0.776 0.071 -1.553
H 2.622 2.409 -0.689
H 3.041 -1.432 0.041
*
```

Calculated values
Gap between HOMO and LUMO: 9.64 eV
SMILES: [H]/N=C(\S)SC1CC1
Highest occupied orbital energy: -8.93 eV


Record 3
# C4H7NS2

C4H7NS2 in the gas phase (wB97M-V/def2-TZVPD, OMol25).

```
! wB97M-V def2-TZVPD RIJCOSX def2/J DEFGRID3
* xyz 0 1
C -1.398 -1.818 -1.819
C -0.719 -0.900 -1.130
C 0.093 1.696 -0.624
C 1.332 -0.010 2.622
H -1.475 -1.750 -2.891
H -1.886 -2.655 -1.306
H -0.629 -0.952 -0.038
H -0.911 1.713 -0.175
H 0.242 2.656 -1.140
H 2.285 0.407 2.960
H 0.896 -0.807 3.200
N 0.682 0.359 1.592
S 0.151 0.426 -1.920
S 1.338 1.636 0.668
*
```

Calculated values
Gap between HOMO and LUMO: 9.19 eV
SMILES: C=CSCSN=C
Highest occupied orbital energy: -8.35 eV


Record 4
# C4H7NS3

C4H7NS3 in the gas phase at a distorted geometry (wB97M-V/def2-TZVPD, OMol25).

```
! wB97M-V def2-TZVPD RIJCOSX def2/J DEFGRID3
* xyz 0 1
C -0.671 0.997 -0.249
C -1.280 0.059 0.788
C 0.575 0.077 -0.176
C 0.781 -0.927 -1.352
H 0.094 2.342 1.478
H -1.119 1.084 -1.261
H -1.925 0.471 1.590
H -1.901 -0.637 0.162
H 0.163 -1.434 1.238
H 1.460 0.657 -0.038
H 2.385 -1.835 0.099
N 0.074 -0.441 1.116
S -0.507 2.726 0.353
S 2.176 -1.909 -1.248
S -0.306 -1.227 -2.498
*
```

Calculated values
Gap between HOMO and LUMO: 8.34 eV
SMILES: S=C(S)[C@@H]1NC[C@H]1S
Highest occupied orbital energy: -8.95 eV


Record 5
# C4H7NSi2

2 unconnected molecules or ions with the total composition C4H7NSi2 at a distorted geometry (wB97M-V/def2-TZVPD, OMol25).

```
! wB97M-V def2-TZVPD RIJCOSX def2/J DEFGRID3
* xyz 0 1
C -2.497 0.011 2.772
C 1.411 1.621 -3.087
C -1.962 -0.819 2.096
C 2.444 1.102 -3.503
N 0.446 -0.667 0.811
Si -0.829 -1.800 0.984
Si 0.978 1.090 0.698
H -2.959 0.848 3.256
H 0.451 1.850 -2.782
H 1.346 -1.097 0.653
H -1.616 -1.802 -0.293
H -0.264 -3.019 1.542
H -0.442 1.679 0.488
H 3.494 1.003 -3.637
*
```

Calculated values
Gap between HOMO and LUMO: 8.48 eV
Highest occupied orbital energy: -8.72 eV


Record 6
# C4H7O2

A gas-phase ion, C4H7O2 (charge -1) at a distorted geometry (wB97M-V/def2-TZVPD, OMol25).

```
! wB97M-V def2-TZVPD RIJCOSX def2/J DEFGRID3
* xyz -1 1
O -2.461 -0.703 1.396
C -1.768 -1.062 0.376
C -0.930 -0.280 -0.554
C -0.061 0.771 0.093
C 1.434 0.363 0.435
O 2.039 -0.311 -0.788
H -1.854 -2.118 0.083
H 1.363 -0.305 -1.426
H -1.001 -0.191 -1.618
H 0.079 1.605 -0.692
H -0.463 1.424 0.908
H 2.069 1.284 0.640
H 1.553 -0.478 1.146
*
```

Calculated values
Gap between HOMO and LUMO: 6.32 eV
SMILES: [O-]/C=C\CCO
Highest occupied orbital energy: -2.04 eV


Record 7
# C4H7O3

2 unconnected molecules or ions with the total composition C4H7O3 at a distorted geometry (wB97M-V/def2-TZVPD, OMol25).

```
! wB97M-V def2-TZVPD RIJCOSX def2/J DEFGRID3
* xyz -1 1
O -1.558 2.005 -1.294
C -2.519 1.235 -1.171
O -2.554 0.091 -0.633
H -3.495 1.550 -1.610
C 2.358 -0.114 0.158
C 0.860 -0.176 0.288
C 0.242 -1.076 1.052
O -1.111 -1.307 1.032
H 2.795 0.848 0.411
H 2.836 -0.870 0.790
H 2.643 -0.350 -0.870
H 0.287 0.550 -0.285
H 0.727 -1.768 1.740
H -1.512 -0.619 0.392
*
```

Calculated values
Gap between HOMO and LUMO: 8.39 eV
Highest occupied orbital energy: -4.40 eV


Record 8
# C4H7O3Tm

A molecular structure, C4H7O3Tm at a distorted geometry (wB97M-V/def2-TZVPD, OMol25).

```
! wB97M-V def2-TZVPD RIJCOSX def2/J DEFGRID3
* xyz 1 4
H -2.607 1.419 0.377
O 0.511 0.522 -0.885
C 0.697 -0.325 0.100
O 0.174 -0.254 1.205
O 1.494 -1.284 -0.278
C 1.662 -2.403 0.600
H 2.059 -2.066 1.564
H 0.702 -2.911 0.745
H 2.375 -3.062 0.097
C -0.349 1.627 -0.693
H 0.165 2.519 -0.331
C -1.569 1.623 -1.312
H -1.819 0.817 -2.006
H -2.066 2.589 -1.419
Tm -1.430 1.188 2.236
*
```

Calculated values
Gap between HOMO and LUMO (spin up / spin down): 6.91 / 6.64 eV
Highest occupied orbital energy (spin up / spin down): -10.88 / -11.95 eV


What did the second record say?
# C4H7NS2

C4H7NS2 in the gas phase at a distorted geometry (wB97M-V/def2-TZVPD, OMol25).

```
! wB97M-V def2-TZVPD RIJCOSX def2/J DEFGRID3
* xyz 0 1
C 2.057 0.667 0.023
C -1.973 -1.145 0.083
C -1.875 0.295 0.516
C -0.833 -0.230 -0.483
N 1.860 1.809 -0.414
S 3.687 -0.178 0.280
S 0.756 -0.552 0.219
H -1.673 -1.849 0.811
H -2.861 -1.433 -0.499
H -2.551 1.039 0.219
H -1.480 0.530 1.447
H -0.776 0.071 -1.553
H 2.622 2.409 -0.689
H 3.041 -1.432 0.041
*
```

Calculated values
Gap between HOMO and LUMO: 9.64 eV
SMILES: [H]/N=C(\S)SC1CC1
Highest occupied orbital energy: -8.93 eV